No. 1
This record from the Open Molecules 2025 dataset describes C15H19BrN4ORhS4Sb as an isolated structure at a distorted geometry. The level of theory is the ωB97M-V functional and the def2-TZVPD basis.

Summary:
LUMO, eV: -1.2
Total energy, eV: -146800.2978
HOMO-LUMO gap, eV: 4.652
ΔE to the lowest compared entry with this formula, charge and spin, eV: 1.674

Last column: natural (NBO) charge in e.
CARTESIAN COORDINATES (ANGSTROEM)
Rh -0.51301 -0.11570 0.05754  0.43
S -3.05854 -4.28079 -0.95138  -0.98
Sb -3.09744 -1.99038 -0.67677  0.90
S -1.69816 -1.66616 1.31594  -0.59
S -1.09712 -1.24735 -1.89752  -0.69
C 1.20324 1.35401 5.16914  -0.64
C 1.02838 1.64988 3.70779  -0.02
C 1.57759 2.79269 3.10405  -0.15
C 1.39917 3.04366 1.74061  -0.30
C 0.65819 2.09574 1.10324  0.34
Br 0.84209 1.73777 -1.05836  0.04
N 0.15511 1.05460 1.60459  -0.48
C 0.31036 0.77500 2.89940  0.07
H 1.96043 1.99990 5.61067  0.22
H 1.50638 0.31894 5.32387  0.24
H 0.26954 1.51128 5.71020  0.24
H 2.16199 3.48345 3.69843  0.23
H 1.81749 3.90116 1.23587  0.25
H -0.14293 -0.14341 3.25760  0.25
C 3.13935 -2.41380 -2.10057  -0.41
N 2.05823 -3.15360 -1.49731  -0.39
C 1.64572 -4.45952 -2.00142  -0.22
C 0.42730 -4.79672 -1.12324  -0.24
N 0.42670 -3.70644 -0.15469  -0.57
C 1.30428 -2.77842 -0.45803  0.42
S 1.53590 -1.27757 0.37529  -0.12
H 3.00485 -2.40433 -3.18377  0.21
H 4.10473 -2.86957 -1.86704  0.19
H 3.11706 -1.39357 -1.73017  0.24
H 2.45919 -5.18396 -1.90866  0.19
H 1.37841 -4.37288 -3.05611  0.21
H 0.52876 -5.75505 -0.61825  0.21
H -0.49938 -4.79381 -1.69565  0.27
H -0.34953 -3.47781 0.46568  0.47
O -2.41809 0.94096 -0.11100  -0.56
N -2.43636 1.99580 -0.91313  0.05
C -2.03093 3.19053 -0.44230  0.03
C -2.07276 4.30773 -1.24057  -0.22
C -2.51239 4.19046 -2.55291  -0.17
C -2.90233 2.94855 -3.01826  -0.22
C -2.85581 1.85287 -2.17659  0.05
H -1.69571 3.17709 0.58110  0.23
H -1.74254 5.25388 -0.83619  0.23
H -2.54292 5.05541 -3.20161  0.23
H -3.23928 2.80814 -4.03507  0.24
H -3.11520 0.84134 -2.45446  0.27

No. 2
This record from the Open Molecules 2025 dataset describes a 5-piece molecular cluster, C15H19F2N3O6 overall at a distorted geometry. The level of theory is the ωB97M-V functional and the def2-TZVPD basis.

Summary:
Multiplicity: 2
LUMO (alpha / beta), eV: -4.6 / -8.7
Total charge: +1
Total energy, eV: -38034.6928
HOMO-LUMO gap (alpha / beta), eV: 7.166 / 3.091

Last column: Löwdin spin population.
CARTESIAN COORDINATES (ANGSTROEM)
C -31.95598 16.26225 6.38890  0.00
N -32.25812 17.61664 5.80743  0.00
O -31.59334 18.57634 6.15050  0.00
O -33.18650 17.67586 5.01873  0.00
H -30.86758 16.29300 6.43942  0.00
H -32.36417 15.41427 5.83898  0.00
H -32.42066 16.31869 7.37327  0.00
C -26.49433 19.14468 -1.23883  0.00
N -27.20571 19.46094 -0.00765  0.00
O -27.54849 20.62793 0.15901  0.00
O -27.21362 18.56802 0.78074  0.00
H -26.43709 20.08626 -1.78496  0.00
H -27.16838 18.49635 -1.79868  0.00
H -25.54693 18.76041 -0.86086  0.00
C -27.50457 13.61528 7.57432  0.00
N -26.61913 12.67945 6.80322  0.00
O -25.68227 13.21577 6.23836  0.00
O -27.07229 11.55615 6.67524  0.00
H -27.63007 13.11314 8.53359  0.00
H -28.45887 13.68887 7.05277  0.00
H -26.90990 14.52285 7.67814  0.00
F -24.16441 14.02100 -1.60012  0.00
C -25.14099 14.79615 -2.16195  0.00
C -26.34700 15.02375 -1.47752  0.00
C -27.35290 15.68063 -2.18671  0.00
C -27.18270 16.20629 -3.48142  0.00
C -25.95436 15.94254 -4.15731  0.00
C -24.99531 15.24911 -3.49639  0.00
H -26.39247 14.71612 -0.44326  0.00
H -28.30639 15.71059 -1.68040  0.00
H -27.95670 16.70565 -4.04530  0.00
H -25.80031 16.32814 -5.15430  0.00
H -24.10616 14.92703 -4.01798  0.00
F -30.36260 13.99306 4.99358  0.11
C -29.95400 14.67563 3.93790  0.26
C -30.11421 14.05570 2.68894  0.12
C -29.51969 14.61920 1.58029  0.05
C -28.88367 15.85881 1.66097  0.31
C -28.76049 16.51610 2.91487  0.08
C -29.34458 15.97889 4.04437  0.06
H -30.74792 13.18247 2.64123  0.00
H -29.59186 14.10724 0.63208  0.00
H -28.44334 16.20745 0.73850  0.01
H -28.15696 17.41166 2.92564  0.00
H -29.17765 16.37173 5.03645  0.00

No. 3
This record from the Open Molecules 2025 dataset describes C15H19FeN4O2PSSe2Te2 as an isolated structure. The level of theory is the ωB97M-V functional and the def2-TZVPD basis.

Summary:
Multiplicity: 6
LUMO (alpha / beta), eV: -3.4 / -4.7
Total charge: +1
Total energy, eV: -225699.6171
HOMO-LUMO gap (alpha / beta), eV: 6.487 / 5.231
ΔE to the lowest compared entry with this formula, charge and spin, eV: 0.000

Last column: Löwdin spin population.
CARTESIAN COORDINATES (ANGSTROEM)
Fe -0.65290 0.75704 0.07816  2.82
Se -0.50108 0.35752 2.57192  0.17
Te 1.57167 0.96958 3.72360  0.35
Te 3.36997 1.08507 1.75363  0.36
Se 2.04949 0.48672 -0.19361  0.20
S -0.05125 2.13389 -4.02016  0.00
C -0.35804 0.45333 -4.13238  -0.01
C -0.49750 -0.13430 -2.90928  -0.01
C -0.32527 0.78419 -1.84236  -0.12
C -0.10664 2.06006 -2.30678  0.02
C -0.05499 3.15799 -1.36791  0.01
C 0.12960 4.50015 -1.66974  0.00
C 0.10200 5.42598 -0.64320  0.00
C -0.10972 4.99899 0.65935  0.00
C -0.28487 3.64927 0.88994  0.00
N -0.24544 2.74779 -0.09396  0.00
H -0.43063 -0.01303 -5.10275  0.00
H -0.73162 -1.18312 -2.78479  0.00
H 0.27919 4.80716 -2.69584  0.00
H 0.23532 6.47832 -0.85840  0.00
H -0.14390 5.69524 1.48437  0.00
H -0.46001 3.25492 1.88266  0.00
C 2.00110 -5.35228 -0.86358  0.00
N 2.68530 -3.98103 -0.88004  0.00
C 3.27373 -3.71981 0.51870  0.00
N 2.27980 -3.84984 1.52016  0.00
C 1.65167 -5.16608 1.46071  0.00
N 1.02704 -5.41992 0.16410  0.00
C -0.12630 -4.53881 -0.07950  0.00
P 0.29320 -2.71880 -0.08910  0.01
C 1.72082 -2.90082 -1.27687  0.01
C 1.29704 -2.76176 1.47520  0.00
H 2.79098 -6.08528 -0.69696  0.00
H 1.55877 -5.49514 -1.84870  0.00
H 3.45220 -4.00505 -1.55236  0.00
H 3.68880 -2.71273 0.49559  0.00
H 4.06264 -4.46120 0.64963  0.00
H 0.89571 -5.23394 2.24043  0.00
H 2.40941 -5.93076 1.64058  0.00
H -0.86774 -4.72093 0.69994  0.00
H -0.59416 -4.81543 -1.02656  0.00
H 2.27665 -1.96608 -1.33138  0.01
H 1.34715 -3.14127 -2.27381  0.00
H 0.61274 -2.85879 2.31983  0.00
H 1.80304 -1.80298 1.59053  0.00
O -2.19558 -0.34912 -0.00933  0.51
O -2.71980 0.82347 0.23763  0.67

No. 4
This record from the Open Molecules 2025 dataset describes C15H19IrN2O5S4 as an isolated structure. The level of theory is the ωB97M-V functional and the def2-TZVPD basis.

Summary:
Multiplicity: 2
LUMO (alpha / beta), eV: -3.2 / -5.6
Total charge: +1
Total energy, eV: -75255.4495
HOMO-LUMO gap (alpha / beta), eV: 7.868 / 5.440
ΔE to the lowest compared entry with this formula, charge and spin, eV: 0.281

Last column: Löwdin spin population.
CARTESIAN COORDINATES (ANGSTROEM)
Ir 0.35176 0.54975 -0.40103  0.30
C -2.96513 0.03031 -0.83907  0.00
C -2.33231 0.18197 -2.21192  0.00
S -0.93668 1.32420 -2.29205  0.05
C -1.70685 2.87162 -1.70065  0.00
C -0.78179 3.67833 -0.80024  0.00
S 0.19752 2.74154 0.40588  0.00
C -0.96008 2.41462 1.76380  0.00
C -2.16334 1.57791 1.38883  0.00
S -1.71970 0.03156 0.49287  0.00
H -3.67882 0.82206 -0.62066  0.00
H -3.50275 -0.91473 -0.77659  0.00
H -1.90366 -0.76446 -2.54435  0.00
H -3.07333 0.47963 -2.95538  0.00
H -1.91838 3.44948 -2.60037  0.00
H -2.65620 2.64384 -1.22344  0.00
H -0.01727 4.17996 -1.38925  0.00
H -1.34638 4.42791 -0.24394  0.00
H -0.33432 1.90872 2.49837  0.00
H -1.28575 3.36478 2.18878  0.00
H -2.70797 1.26908 2.28057  0.00
H -2.84670 2.13775 0.75503  0.00
O 0.93598 0.12304 1.45054  0.03
C 1.24394 -1.07245 1.96453  0.00
C 1.50462 -1.07058 3.34337  0.01
C 1.81283 -2.22893 4.01484  0.00
C 1.86284 -3.44425 3.32806  0.01
C 1.62273 -3.45383 1.97639  0.00
C 1.32485 -2.27940 1.26272  0.01
C 1.14788 -2.35553 -0.17861  0.00
N 0.67666 -1.41485 -0.99259  0.00
C 0.68277 -1.92324 -2.28115  0.00
C 1.15123 -3.18842 -2.23794  0.00
N 1.44161 -3.44102 -0.91952  0.00
H 1.46903 -0.11909 3.85713  0.00
H 2.01380 -2.19428 5.07715  0.00
H 2.08871 -4.36453 3.84698  0.00
H 1.65072 -4.40615 1.46158  0.00
H 0.41019 -1.33277 -3.13508  0.00
H 1.32146 -3.90961 -3.01611  0.00
H 1.85857 -4.28458 -0.56653  0.00
O 1.86118 2.97878 -1.99733  -0.01
S 2.48245 1.67076 -1.92974  -0.01
O 3.82554 1.54496 -2.37982  0.08
O 1.55924 0.65424 -2.61873  0.46
O 2.33933 1.10586 -0.50536  0.06

No. 5
This record from the Open Molecules 2025 dataset describes C15H19N3OS in the gas phase at a distorted geometry. The level of theory is the ωB97M-V functional and the def2-TZVPD basis.

Summary:
SMILES: C=CCSc1n[nH]c(-c2ccc(OCCCC)cc2)n1
LUMO, eV: 0.1
Total energy, eV: -33201.7344
HOMO-LUMO gap, eV: 7.342
ΔE to the lowest compared entry with this formula, charge and spin, eV: 16.205

Last column: natural (NBO) charge in e.
CARTESIAN COORDINATES (ANGSTROEM)
C -6.96726 -0.27361 -1.86540  -0.33
C -5.84965 0.15542 -1.23147  -0.20
C -5.69274 0.00374 0.20070  -0.48
S -4.53347 -1.35585 0.60791  0.34
C -3.21586 -0.34023 0.49695  0.06
N -3.24863 1.08566 -0.11373  -0.30
N -1.99728 1.49575 -0.13047  -0.36
C -1.08407 0.38778 0.24928  0.30
C 0.21444 0.58762 0.21942  -0.08
C 1.04244 -0.84466 0.55254  -0.12
C 2.41836 -0.57527 0.78658  -0.30
C 3.10275 0.48923 0.36429  0.25
O 4.42807 0.69460 0.68447  -0.48
C 5.23384 -0.48043 0.72606  -0.09
C 5.34125 -1.26650 -0.26336  -0.46
C 6.12683 -0.50809 -1.52062  -0.40
C 7.55708 -0.33229 -1.17488  -0.61
C 2.33921 1.63192 0.27036  -0.19
C 1.07278 1.49775 0.11239  -0.20
N -1.91611 -0.44049 0.50942  -0.46
H -7.09210 -0.06070 -2.74026  0.16
H -7.84101 -0.79604 -1.49392  0.18
H -5.16834 0.73114 -1.84976  0.23
H -5.54503 0.79157 0.74244  0.22
H -6.71030 -0.73747 0.50028  0.20
H -1.68867 2.63019 -0.22458  0.42
H 0.42454 -1.62670 0.86980  0.23
H 2.87818 -1.70479 0.99997  0.22
H 4.86116 -1.08679 1.53243  0.18
H 6.27080 -0.00666 1.13520  0.19
H 4.51304 -1.75138 -0.67588  0.22
H 6.06578 -2.12105 -0.18607  0.24
H 5.66309 0.49491 -1.75716  0.21
H 5.92567 -1.24867 -2.37528  0.20
H 7.78540 0.43733 -0.73536  0.19
H 8.21983 -1.30154 -1.18338  0.22
H 8.07175 -0.09278 -2.22402  0.21
H 3.07975 2.66866 -0.11498  0.23
H 0.48993 2.51903 -0.13013  0.17

No. 6
This record from the Open Molecules 2025 dataset describes a 2-piece molecular cluster, C15H19N4O5 overall at a distorted geometry. The level of theory is the ωB97M-V functional and the def2-TZVPD basis.

Summary:
LUMO, eV: 1.2
Total charge: -1
Total energy, eV: -32057.3850
HOMO-LUMO gap, eV: 4.232
ΔE to the lowest compared entry with this formula, charge and spin, eV: 0.438

Last column: natural (NBO) charge in e.
CARTESIAN COORDINATES (ANGSTROEM)
C -3.54070 1.65808 4.23726  -0.26
O -2.36910 1.29046 3.58147  -0.48
C -2.19182 2.06881 2.47516  0.84
N -1.06941 1.82114 1.70478  -0.26
N -1.10414 2.18217 0.53018  -0.07
C 0.00796 2.02992 -0.26913  0.16
C -0.09737 2.41329 -1.69401  -0.67
C 1.12055 1.53032 0.29154  -0.22
C 2.39295 1.30561 -0.37715  0.64
O 2.54039 1.57415 -1.55935  -0.63
N 3.46967 0.74528 0.32304  -0.41
C 4.60041 0.24828 -0.43087  -0.42
C 3.50800 0.52246 1.77137  -0.40
O -2.97656 2.93197 2.14898  -0.58
H -3.76128 0.91844 5.00947  0.19
H -3.40242 2.64370 4.68690  0.18
H -4.35903 1.70412 3.51417  0.20
H 0.80719 2.17033 -2.25156  0.28
H -0.93017 1.88510 -2.15646  0.23
H -0.27050 3.48428 -1.78620  0.21
H 1.03849 1.23892 1.31878  0.22
H 4.42474 0.42676 -1.48903  0.25
H 5.51410 0.75329 -0.12466  0.17
H 4.69360 -0.82528 -0.27507  0.22
H 2.63618 0.91196 2.28700  0.20
H 3.57910 -0.54548 1.97116  0.21
H 4.38432 1.01782 2.18731  0.18
C 0.58483 -1.92927 -2.04821  -0.30
N 1.61950 -2.11930 -1.10691  0.47
O 2.79240 -1.88027 -1.46602  -0.56
O 1.35367 -2.52147 0.04306  -0.55
C -0.76396 -2.20779 -1.83596  0.03
C -1.25698 -2.72103 -0.61827  -0.27
C -2.58560 -3.01487 -0.46315  -0.21
C -3.47260 -2.80267 -1.50282  -0.30
C -3.02009 -2.28937 -2.70476  -0.22
C -1.69397 -1.99596 -2.87611  -0.26
H 0.89830 -1.57290 -3.00942  0.19
H -0.56996 -2.86483 0.19522  0.25
H -2.94941 -3.39697 0.47589  0.19
H -4.51399 -3.05307 -1.38083  0.19
H -3.71767 -2.12959 -3.50983  0.19
H -1.34962 -1.60657 -3.81697  0.19